Molecular formula: C8AlB2O16
Method: DFT, the ωB97M-V functional and the def2-TZVPD basis

ORCA input file:
```
! RIJCOSX wB97M-V def2-TZVPD def2/J DEFGRID3
* xyz 1 1
Al -0.753 1.028 -2.734
O -2.092 3.780 3.669
C -1.292 3.904 2.723
O -1.522 4.287 1.573
B -0.273 4.439 0.805
O 0.763 3.927 1.709
C 0.171 3.559 2.774
O 0.652 3.041 3.757
O -0.100 5.804 0.325
C 0.049 5.822 -1.019
O 0.276 6.787 -1.797
C -0.239 4.380 -1.469
O -0.394 3.621 -0.396
O -0.281 3.953 -2.589
O 3.150 -6.583 -0.483
C 2.167 -5.859 -0.281
O 1.214 -5.525 -1.093
B 0.301 -4.527 -0.535
O 0.727 -4.518 0.891
C 1.795 -5.192 1.125
O 2.298 -5.366 2.224
O 0.465 -3.193 -1.099
C -0.650 -2.904 -1.718
O -0.758 -1.891 -2.415
C -1.681 -3.975 -1.436
O -1.108 -4.874 -0.694
O -2.885 -3.925 -1.817
*
```

## Properties
electronic energy = -1800.6588 hartree
max |F| = 0.1502 Eh/bohr
LUMO level = -11.83 eV
ΔE to the lowest compared entry with this formula, charge and spin = 43.58 kcal per mole
gap between HOMO and LUMO = 1.43 eV

Atomic partial charges in e from the natural (NBO) method, atoms 1 to 6: Al 0.970; O -0.290; C 0.686; O -0.511; B 1.146; O -0.527